Entry 1:
Formula: C6H6Cl2
Source: the OMol25 dataset
Level of theory: ωB97M-V with the def2-TZVPD basis set

Calculated values
- Molar mass: 149.02 g mol⁻¹
- Charge: 0
- HOMO-LUMO gap (spin up / spin down): 7.6 / 7.7 eV
- Energy above the lowest of the compared OMol25 structures with the same formula, charge and spin: 4.407 eV

XYZ file:
```
14
Properties=species:S:1:pos:R:3:forces:R:3
Cl -2.032610 1.758198 -0.448884 -0.2 -0.4 0.4
C 1.031429 1.158068 -0.751092 0.1 0.2 0.9
H 0.462022 2.037269 -0.623009 -0.4 1.1 0.4
C -0.460666 0.184320 1.260270 0.0 -0.9 -2.0
H -0.178078 0.978676 1.821680 0.3 2.8 1.9
C -1.739651 0.349254 0.536888 -0.4 0.6 -0.9
C 0.770507 -2.442412 -0.585190 0.0 2.4 0.3
H -0.673980 -0.638392 1.924718 0.9 -0.7 -0.1
C 0.679357 -1.229908 -0.366030 0.5 -2.2 0.2
H 1.063240 -3.453224 -0.647322 -0.1 -0.4 -0.2
H 0.996416 0.955804 -1.789370 -0.1 -0.7 -1.0
Cl -2.543463 -1.073515 0.024722 0.0 0.1 0.0
C 0.581867 0.068367 0.127615 -1.7 -2.4 -0.1
H 2.043607 1.347494 -0.484998 1.1 0.5 0.1
```
Positions in Å, forces in eV/Å.

Atom charges from the Löwdin analysis, given in e for atoms 1 to 2: Cl 0.630; C -0.085

---

Entry 2:
Formula: H10O5
Source: the OMol25 dataset
Level of theory: ωB97M-V with the def2-TZVPD basis set

Calculated values
- Molar mass: 90.08 g mol⁻¹
- Structure (SMILES): O.O.O.O.O
- Charge: 0
- HOMO-LUMO gap: 11.6 eV
- Energy above the lowest of the compared OMol25 structures with the same formula, charge and spin: 1.734 eV

XYZ file:
```
15
Properties=species:S:1:pos:R:3:forces:R:3
H 1.226733 -2.164896 0.568684 0.0 -0.1 -0.1
H 0.601456 -3.469785 0.103567 0.0 0.0 -0.1
O -3.661439 -0.213900 1.644676 -0.1 0.2 0.0
H -1.658673 1.298734 -0.015399 -0.4 0.0 -0.1
H -4.121392 -0.101089 0.805209 -0.3 -0.4 0.0
O 0.934753 2.149724 0.077608 0.0 -0.2 0.0
O 1.070501 -2.693307 -0.222115 -0.1 0.0 0.2
H 0.153158 1.594356 0.175927 0.2 0.2 0.0
H 1.664305 1.576014 0.337612 0.0 0.1 0.0
H 3.821075 -0.082487 -1.842292 0.0 -0.1 -0.1
H 5.145648 -0.747621 -2.178660 -0.1 0.0 -0.1
O 4.208727 -0.762780 -2.404358 0.1 0.1 0.2
O -2.469948 1.803845 0.109844 0.2 0.3 -0.2
H -3.006296 1.247147 0.685524 0.5 0.0 -0.1
H -3.908609 0.566044 2.154171 -0.2 -0.2 0.3
```
Positions in Å, forces in eV/Å.

Atom charges from the Löwdin analysis, given in e for atoms 1 to 2: H 0.027; H 0.034

---

Entry 3:
Formula: C52H62MnN5O6SSe
Source: the OMol25 dataset
Level of theory: ωB97M-V with the def2-TZVPD basis set

Calculated values
- Molar mass: 1019.06 g mol⁻¹
- Multiplicity: 5
- Charge: 0
- HOMO-LUMO gap (spin up / spin down): 5.9 / 6.0 eV
- ⟨S²⟩: 6.04
- Energy above the lowest of the compared OMol25 structures with the same formula, charge and spin: 0.766 eV

XYZ file:
```
128
Properties=species:S:1:pos:R:3:forces:R:3
C -3.988809 1.181067 -3.780485 -0.7 -0.2 0.3
H 0.025098 -6.036084 4.625055 0.0 0.0 0.0
C -4.397080 3.423235 -3.115248 -0.1 0.0 0.0
C 0.722096 -2.933881 -3.021337 0.0 0.2 0.0
C 2.018351 0.342191 1.326764 -0.3 0.2 0.3
H 0.304358 -2.185880 -3.687342 0.0 0.0 0.0
H -1.878248 6.026298 -0.390096 0.0 0.0 0.0
C -2.143553 3.315204 0.295322 0.0 0.0 0.0
C 2.221244 1.712602 6.260859 0.0 0.0 0.0
C 1.179304 -4.897103 3.226476 0.0 0.0 -0.1
C -0.390446 3.539382 -3.537944 0.0 -0.1 0.0
C 1.492585 -3.429618 -0.897152 0.7 -1.0 -0.8
O -1.097229 -2.754624 -0.018475 -0.4 -0.5 0.4
C -1.691876 3.221714 -1.022057 0.1 0.1 0.1
H 4.487282 2.779339 0.114743 0.0 0.0 0.0
C 1.160076 1.199252 3.470229 0.0 0.0 0.0
H 4.279122 3.782920 4.420389 0.0 0.0 0.0
C -4.140037 1.473154 -5.124636 -0.2 -0.1 -0.1
H 0.799427 -9.329281 3.355004 0.0 0.0 0.0
C 5.206507 2.075289 0.539503 0.0 0.0 0.0
H -2.673295 -1.924601 -4.047006 0.0 -0.1 0.0
C -4.315093 4.154822 1.197074 0.0 0.0 0.0
O 3.907829 -3.710183 0.836944 -0.1 -0.1 -0.1
C -0.344418 2.141721 -2.913519 0.0 -0.1 -0.2
H 5.826538 0.290874 2.509028 0.0 0.0 0.0
C 1.779652 -7.326598 2.023193 0.0 0.0 0.0
C 0.991363 -4.220156 -3.433442 0.0 0.0 -0.1
C 1.559643 -5.057570 -2.480625 0.0 0.0 0.0
Se -0.678660 -0.305448 1.836299 -0.5 0.8 1.1
C -2.170147 5.026217 2.134994 0.0 0.0 -0.1
C -2.889699 -2.617621 -1.513712 0.0 -0.4 -0.3
H -2.811345 -6.480748 -1.790974 0.0 0.0 0.0
C -0.998187 1.153679 -3.888810 0.4 0.2 0.0
N 1.584688 -2.914755 0.347268 0.2 -0.8 -0.6
C -3.501139 -0.071274 -3.374111 -1.0 -0.4 -0.2
H 0.785516 -4.549209 -4.440371 0.0 0.0 0.0
H 4.077722 3.632820 6.168712 0.0 0.0 0.0
H 1.657642 1.843460 -3.693070 0.0 0.0 0.0
H 1.826025 4.421643 4.139939 0.0 0.0 0.0
H -2.284583 4.311893 2.951106 0.0 0.0 0.0
H -5.337306 3.612240 -3.637325 0.0 -0.1 0.0
H 6.400963 -0.413205 0.986632 0.0 0.0 0.0
H 2.017162 -8.279677 1.564123 0.0 0.0 0.0
C -2.890691 5.701333 -0.141823 0.0 0.0 0.0
H -3.562201 3.756093 -3.735455 0.0 0.0 0.0
O -0.524199 -0.204678 -1.207140 -0.2 0.4 -0.4
H 3.613824 0.617894 -1.187470 0.0 0.0 0.0
H -4.515859 2.435991 -5.437141 0.0 0.0 0.0
C -2.897558 -1.231597 -1.250260 -0.2 0.1 0.0
H 3.954301 -0.967053 -0.476298 0.0 0.0 0.0
H -2.013735 1.469916 -4.148629 1.0 0.1 0.0
H -4.535899 -5.174362 -3.031918 0.0 0.0 0.0
H -4.833542 4.992239 1.671794 0.0 0.0 0.0
C -1.032444 2.108882 -1.543428 0.1 0.0 -0.1
C -2.868870 4.540984 0.854327 0.0 0.0 0.0
C 2.563329 2.589995 5.047422 0.0 0.0 0.0
C 0.998517 0.508686 2.290059 0.0 -0.2 -0.3
H 0.576030 3.489267 4.973124 0.0 0.0 0.0
H 0.041825 4.284261 -2.867444 0.0 0.0 0.0
H -0.416402 1.095186 -4.812965 0.1 0.0 0.0
C -3.799977 -4.663484 -2.426179 -0.1 0.0 0.0
H -1.175022 -5.331506 -0.341536 0.0 0.0 0.0
C 4.321968 0.052347 -0.581509 0.0 0.0 0.0
C 2.304413 -6.159010 1.505026 0.0 0.0 0.1
O -4.261755 2.051275 -2.771515 0.0 0.0 -0.1
H 5.609392 2.510030 1.455193 0.0 0.0 0.0
H -1.409867 3.842810 -3.791183 0.1 0.0 0.0
C 3.402641 1.596362 2.830802 0.0 0.0 0.0
N -3.338374 -0.229644 -1.975393 -0.1 0.0 -0.1
S 2.650000 -3.438527 1.470602 -0.2 0.2 0.2
H -4.392156 3.973211 -2.180206 0.0 -0.1 0.0
H 0.193832 3.536984 -4.459973 0.0 0.0 0.0
C -1.866503 2.242400 1.132953 0.0 0.0 0.0
C -0.909293 0.969908 -0.720350 -0.1 0.2 0.3
C 3.277005 0.890299 1.633621 0.1 -0.1 -0.1
C -3.126027 -0.990788 -4.340778 -0.1 0.0 0.2
H -2.524324 -0.924745 -0.279360 -0.2 -0.1 0.0
C 1.620900 3.802576 5.015794 0.1 0.0 0.0
H 6.035105 1.965153 -0.164354 0.0 0.0 0.0
H 2.345480 2.281486 7.186236 0.0 0.0 0.0
C -2.826923 -5.400605 -1.711051 0.0 0.2 0.1
C -1.260271 1.104904 0.636935 0.1 -0.4 -0.1
O 1.743492 -0.271364 0.193107 0.2 0.3 -0.3
H -2.977131 -1.428149 -6.424302 0.0 0.0 0.0
N 0.996903 -2.521878 -1.790063 0.5 -1.4 -0.8
H 2.881512 0.843992 6.296388 0.0 0.0 0.0
H -1.103149 5.173116 1.959229 0.0 0.0 0.0
H -3.909640 0.759008 -7.129217 0.0 0.0 0.0
H -4.867029 3.875893 0.297978 0.0 0.0 0.0
H -1.051056 0.158524 -3.446229 0.2 0.2 -0.1
H -2.108349 2.280015 2.188545 0.0 0.0 0.0
H 1.191545 1.355027 6.220194 0.0 0.0 0.0
H 2.958072 -6.168555 0.645138 0.0 0.0 0.0
H 4.374225 2.017783 3.047828 0.0 0.0 0.0
N 1.801608 -4.692548 -1.234245 0.1 0.1 0.3
C -1.917316 -4.776347 -0.902160 -0.1 -0.2 0.0
H 5.278853 0.013668 -1.109496 0.0 0.0 0.0
C 5.510396 -0.191545 1.581678 0.0 0.0 -0.1
C 1.140274 1.775841 -2.732459 0.0 0.0 0.1
C -1.926928 -3.365813 -0.770006 -0.2 0.3 -0.1
H 1.261752 0.766403 -2.343855 0.0 0.0 0.0
C 2.387573 1.784528 3.761087 0.0 0.0 0.0
C -3.275915 -0.695046 -5.687756 0.1 0.0 0.0
H 0.321117 1.270929 4.152931 0.0 0.0 0.0
C 4.547892 0.707313 0.786054 0.0 0.0 0.0
H 5.022770 -1.134137 1.834124 0.0 0.0 0.0
H -4.336718 3.305650 1.882123 0.0 0.0 0.0
N 0.370934 -8.460886 3.622815 -0.1 0.0 -0.1
C 0.656934 -6.066259 3.744995 0.0 0.0 0.0
H -1.822155 4.078015 -1.666692 0.0 0.0 0.0
H -3.419541 6.549284 0.297928 0.0 0.0 0.0
H -3.407085 5.433382 -1.066816 0.1 0.1 0.0
C 0.942330 -7.295426 3.143614 0.0 0.0 0.0
C -3.790701 0.526903 -6.079472 0.0 0.0 0.0
H 1.824338 -6.080764 -2.730372 0.0 0.0 0.0
C -3.824220 -3.302672 -2.331084 0.0 0.1 0.0
H -2.603413 5.974932 2.459992 0.0 0.0 0.0
H -4.596749 -2.739989 -2.838932 0.0 0.0 -0.1
O 2.578754 -2.465717 2.522657 0.0 0.0 0.0
H 1.758131 4.413717 5.912359 0.0 0.0 0.0
H 0.004836 -8.444402 4.558349 0.0 0.0 0.0
H 4.707128 2.268074 5.242341 0.0 0.0 0.0
H 1.619546 2.463449 -2.031726 0.0 0.0 0.0
C 1.992236 -4.944325 2.102060 0.1 0.1 0.0
C 3.996334 3.096431 5.220985 -0.1 0.0 0.0
H -3.376740 0.662276 -1.490311 0.1 0.1 0.0
Mn 0.361750 -1.487192 -0.198856 0.7 2.0 1.5
H 0.976885 -3.939114 3.687103 0.0 0.0 0.0
```
Positions in Å, forces in eV/Å.

Atom charges from the Löwdin analysis, given in e for atoms 1 to 2: C -0.263; H 0.110